Below is C29H48MgN3OSi4 as an isolated structure, with properties calculated with the ωB97M-V functional and the def2-TZVPD basis.

```
86
Properties=species:S:1:pos:R:3:mulliken_charge:R:1
Mg -0.09623 0.13549 0.03347 0.606
C -1.70426 0.80073 3.23434 -1.442
N -1.69578 0.19927 1.90309 0.610
C -2.66295 -0.58983 1.61606 -2.272
C -2.91156 -1.08168 0.22652 3.885
C -3.70405 -2.37369 0.09135 -0.927
C -3.25578 -3.33769 -0.73723 -1.274
C -1.89592 -3.28626 -1.32445 -0.943
N -1.03666 -2.51927 -0.42336 0.976
C -0.48049 0.44033 4.04118 0.620
C -0.58800 -0.34053 5.18417 -0.706
C 0.54292 -0.69233 5.91312 -0.598
C 1.79439 -0.26144 5.50015 -0.744
C 1.90891 0.52331 4.35811 -0.518
C 0.77998 0.87347 3.63482 0.341
H -2.60463 0.50909 3.78852 0.487
H -1.73342 1.88680 3.10812 0.331
H -3.40683 -0.82856 2.38924 0.403
H -4.68392 -2.45853 0.55983 0.397
H -3.91014 -4.17406 -0.97761 0.242
H -1.51463 -4.27216 -1.61381 0.530
H -1.56492 -0.68850 5.50127 0.351
H 0.44383 -1.30853 6.79823 0.374
H 2.67831 -0.53851 6.06106 0.402
H 2.88426 0.85511 4.02474 0.315
H 0.87081 1.46608 2.73004 0.228
C 1.07400 -2.03960 1.55554 -0.347
Si -0.10809 -3.27860 0.77154 0.204
C -1.05702 -4.11046 2.16214 -1.200
C 0.94191 -4.61903 -0.01540 -1.341
C -1.60409 -1.12435 -0.58519 -0.875
Si -4.13036 0.28728 -0.38105 0.911
C -5.44409 0.52328 0.95258 -1.465
C -5.06792 -0.26775 -1.89658 -0.984
C -3.30525 1.96073 -0.59999 -0.764
Si -1.64363 -1.46078 -2.47624 0.320
C -1.79305 0.37144 -3.21429 -1.312
C -2.44914 -2.25266 -4.03868 -1.647
C 0.28078 -1.46631 -2.69756 -0.275
C 0.93009 -1.99841 -3.81548 -0.773
C 2.29061 -1.82527 -3.99681 -0.437
C 3.00921 -1.10190 -3.05693 -1.030
C 2.31887 -0.59661 -1.97095 -0.233
N 1.00884 -0.77175 -1.78252 0.083
H 1.86463 -2.57018 2.09329 0.700
H 0.57070 -1.38633 2.26926 -0.147
H 1.59890 -1.41625 0.81516 0.002
H -0.37559 -4.60342 2.86419 0.397
H -1.73621 -4.86341 1.75286 0.282
H -1.66411 -3.38866 2.71599 0.251
H 1.54934 -5.13790 0.73330 0.352
H 1.60921 -4.19334 -0.77051 0.308
H 0.31116 -5.36233 -0.51023 0.315
H -5.82369 -0.42888 1.33423 0.347
H -6.29179 1.07450 0.53317 0.333
H -5.05794 1.09929 1.79848 0.300
H -5.76304 -1.06337 -1.62124 0.275
H -4.41692 -0.64955 -2.68142 0.109
H -5.64003 0.57191 -2.30510 0.405
H -2.26313 1.94143 -0.27529 -0.181
H -3.82402 2.71395 -0.00057 0.508
H -3.31538 2.27883 -1.64278 0.374
H -2.82225 0.69310 -3.41099 0.347
H -1.27442 0.39447 -4.18136 0.529
H -1.32447 1.12942 -2.57607 0.030
H -3.52105 -2.39342 -3.85693 0.365
H -2.03153 -3.25128 -4.20307 0.420
H -2.34180 -1.65567 -4.95306 0.324
H 0.34542 -2.54838 -4.54356 0.406
H 2.78918 -2.24006 -4.86588 0.414
H 4.07240 -0.92957 -3.15987 0.418
H 2.83377 -0.02390 -1.20588 0.315
C 1.60574 4.17115 1.58805 -1.235
Si 2.09033 2.81420 0.38302 0.451
C 3.72377 2.11719 1.00722 -0.764
C 2.44971 3.62799 -1.26719 -1.212
O 0.95523 1.69284 0.27181 0.105
H 2.34734 4.97559 1.60735 0.382
H 1.51177 3.77491 2.60387 0.307
H 0.64059 4.60455 1.31060 0.303
H 4.50506 2.88385 1.00148 0.409
H 4.06746 1.28496 0.38579 0.274
H 3.62700 1.74566 2.03149 0.003
H 3.14618 4.46450 -1.15431 0.367
H 1.52971 4.00629 -1.72113 0.305
H 2.88895 2.91037 -1.96667 0.297
```

Computed properties:
E_tot in eV: -74331.6692
Molecular weight in g mol⁻¹: 591.37
Largest force on an atom in eV Å⁻¹: 0.60
HOMO level in eV: -2.93
Total charge: -1

Below is one molecule with the formula C5H12NO at a distorted geometry, with properties calculated with the ωB97M-V functional and the def2-TZVPD basis.

```
19
Properties=species:S:1:pos:R:3:mulliken_charge:R:1
C -1.04007 1.05730 -2.20603 -1.467
C -0.53530 0.89171 -0.75767 0.387
C -0.77609 -0.53790 -0.27694 -0.894
C -0.68692 -0.75251 1.22492 -0.598
C 0.66008 -1.35476 1.72809 -0.507
O 1.76147 -0.84102 1.13661 -0.364
N 0.85092 1.38982 -0.62169 -0.735
H -0.30561 1.61831 -2.77063 0.449
H -1.17310 0.10429 -2.73331 0.319
H -2.03302 1.47911 -2.23839 0.309
H -1.16458 1.53153 -0.13320 0.301
H -1.76472 -0.80350 -0.62199 0.449
H -0.04472 -1.19472 -0.73826 0.415
H -1.50698 -1.36268 1.59818 0.362
H -0.74605 0.16711 1.80414 0.329
H 0.69388 -1.33005 2.82350 0.373
H 0.72474 -2.44514 1.49926 0.306
H 0.88825 2.01740 0.17292 0.269
H 1.45441 0.61968 -0.33107 0.297
```

Computed properties:
Expectation value of S²: 0.754
E_tot in eV: -8914.7703
Molecular weight in g mol⁻¹: 102.16
Largest force on an atom in eV Å⁻¹: 1.11
HOMO level (alpha / beta) in eV: -9.19 / -9.16
2S+1: 2
Total charge: 0

Below is one molecule with the formula C8H16INO4 at a distorted geometry, with properties calculated with the ωB97M-V functional and the def2-TZVPD basis.

```
30
Properties=species:S:1:pos:R:3:mulliken_charge:R:1
C 0.32509 -1.64782 1.27189 -1.156
C 0.08486 -1.58518 -0.17127 1.858
C -1.36506 -1.14339 -0.34650 -1.653
C 0.30735 -2.93009 -0.85214 -2.023
O 1.11908 -0.69563 -0.85475 -0.362
C 1.42223 0.59649 -0.70543 0.192
O 2.43070 0.99965 -1.49129 -0.502
I 2.68676 0.74397 1.64825 -0.373
N 0.35065 1.45104 -0.53795 0.088
C 0.62688 2.82905 -0.34189 -0.755
C -0.61306 3.45615 0.41300 -0.733
C -0.71699 2.67811 1.71430 0.570
O -1.25149 1.61581 1.60439 -0.562
O -0.03432 3.16104 2.63896 -0.417
H 0.03451 -2.41506 2.04455 0.310
H 1.46096 -1.63638 1.24217 0.304
H 0.10168 -0.64148 1.67390 0.178
H -1.64447 -1.22509 -1.37797 0.422
H -1.58239 -0.18725 0.03682 0.474
H -2.02711 -1.98539 -0.01649 0.375
H 0.24572 -2.94903 -1.88412 0.491
H 1.23006 -3.40214 -0.46336 0.394
H -0.40009 -3.68075 -0.49802 0.449
H 3.09279 0.22774 -1.64070 0.421
H -0.40703 1.15859 -0.05605 0.174
H 0.60860 3.25468 -1.40781 0.310
H 1.51477 3.05508 0.20293 0.423
H -0.34971 4.48233 0.66600 0.376
H -1.45691 3.43761 -0.26848 0.332
H 0.16404 2.56142 3.38863 0.396
```

Computed properties:
E_tot in eV: -26335.0242
Molecular weight in g mol⁻¹: 317.12
Largest force on an atom in eV Å⁻¹: 5.47
HOMO level in eV: -7.89
Total charge: 0

Below is C4H9NOS as an isolated structure at a distorted geometry, with properties calculated with the ωB97M-V functional and the def2-TZVPD basis.

```
16
Properties=species:S:1:pos:R:3:mulliken_charge:R:1
C 1.92628 -1.59051 0.16347 -0.930
C 0.24159 0.89443 0.59330 0.184
C -0.18043 2.12013 -0.15774 -0.954
C -2.31271 -1.15882 -0.46205 -0.373
H 1.08797 -2.26427 0.21636 0.295
H 2.52903 -1.99761 -0.54132 0.382
H 2.55726 -1.32832 0.97775 0.299
H 0.74950 0.72134 1.70960 0.333
H 0.21327 2.14960 -1.46283 0.243
H 0.61935 2.78281 0.48275 0.275
H -1.33823 2.51631 -0.12829 0.278
H -2.66313 -1.75621 0.31535 0.350
H -2.99080 -0.90962 -1.46958 0.212
N -1.39633 -0.20594 -0.43842 -0.252
O -0.70370 -0.15554 0.81302 -0.218
S 1.66109 0.18222 -0.61136 -0.125
```

Computed properties:
E_tot in eV: -18660.7953
Molecular weight in g mol⁻¹: 119.19
Largest force on an atom in eV Å⁻¹: 6.96
HOMO level in eV: -8.52
Total charge: 0

Q: Which of these has the lowest largest force on an atom?
A: C29H48MgN3OSi4